28
Properties=species:S:1:pos:R:3:nbo_charge:R:1 method="wB97M-V/def2-TZVPD" homo_energy_ev=-12.69 charge=+1
N -0.199 -0.255 1.938 -1.266
P -0.171 0.061 0.345 2.056
O -0.071 -1.469 -0.519 -0.920
O -1.702 0.782 -0.074 -0.935
C 1.354 1.088 -0.212 -0.397
C 0.923 1.507 -1.763 -0.421
C 0.399 3.052 -1.575 -0.453
C 1.107 3.692 -0.207 -0.253
N 1.668 2.422 0.426 -0.550
H -1.115 0.102 2.321 0.407
H -0.569 -1.301 -1.395 0.491
H -1.885 0.679 -1.060 0.495
H 2.359 0.466 -0.072 0.300
H 1.903 1.309 -2.397 0.264
H 0.059 0.762 -2.086 0.218
H -0.719 2.908 -1.222 0.243
H 0.358 3.778 -2.491 0.284
H 1.943 4.504 -0.466 0.258
H 0.376 4.202 0.551 0.259
H 1.649 2.532 1.464 0.473
H 2.703 2.522 0.207 0.448
C -1.270 -4.198 0.933 -0.484
N -1.754 -5.485 1.502 0.516
O -2.684 -6.050 0.914 -0.365
O -1.186 -5.892 2.522 -0.366
H -1.857 -3.963 0.042 0.221
H -1.404 -3.429 1.697 0.241
H -0.216 -4.326 0.678 0.236

---

19
Properties=species:S:1:pos:R:3:nbo_charge:R:1 method="wB97M-V/def2-TZVPD" e_above_lowest_kj_mol=640.2 homo_energy_ev=-7.06
C -0.803 -0.691 1.553 -0.517
C -0.179 0.420 0.963 0.034
C 0.855 0.482 -0.094 -0.303
C 0.016 0.214 -1.325 -0.731
C 1.701 1.765 -0.043 -0.598
N -1.248 -2.136 -0.626 -1.332
H -1.777 -0.442 1.957 0.232
H -0.182 -1.436 2.035 0.272
H -1.106 -0.602 0.308 0.430
H -0.534 1.417 1.243 0.222
H 1.615 -0.310 -0.061 0.230
H 0.644 0.029 -2.198 0.233
H -0.768 0.961 -1.465 0.194
H -0.440 -0.908 -1.128 0.340
H 2.561 1.753 -0.710 0.226
H 2.005 1.936 0.993 0.199
H 1.081 2.625 -0.317 0.202
H -1.722 -2.376 0.240 0.314
H -1.717 -2.702 -1.327 0.352

---

15
Properties=species:S:1:pos:R:3:nbo_charge:R:1 method="wB97M-V/def2-TZVPD" e_above_lowest_kj_mol=209.3 homo_energy_ev=-7.71 smiles="C=CN.CSS"
C 0.182 -2.214 -2.280 -0.768
S -1.043 -2.392 -1.001 0.119
S 0.034 -2.057 0.627 -0.134
H 0.744 -1.327 -2.080 0.229
H 0.911 -3.078 -2.331 0.214
H -0.330 -2.230 -3.246 0.231
H 0.812 -3.131 0.706 0.110
C -0.873 1.689 2.151 -0.575
C -0.523 2.261 0.973 0.050
N 0.678 2.029 0.270 -0.822
H -0.862 0.560 2.102 0.209
H -1.244 2.238 3.010 0.217
H -0.858 3.229 0.635 0.157
H 1.441 1.603 0.762 0.387
H 0.930 2.819 -0.298 0.377

---

Result set for Kohn-Sham gap: 8.684; 6.595; 8.419 eV, one per record in the order listed.
Result set for DFT total energy: -1005.66163; -252.81925; -970.75200 Eh, one per record in the order listed.